No. 1
C41H88F12N12O29S12 | ωB97M-V/def2-TZVPD

Geometry (Å):
1 S -5.5688 4.7771 -3.1897
2 S -1.7344 -1.7652 -5.0928
3 S -7.8948 -5.2584 -1.8062
4 S -9.6562 -4.3349 -0.5006
5 S 9.3451 5.6587 -0.8257
6 S 7.2679 5.0396 -1.7318
7 S 0.5109 -4.1176 3.0365
8 S -7.4629 4.1648 -1.8774
9 S -4.7450 1.0265 8.7623
10 S -2.0660 -3.7696 -3.9304
11 S 1.3034 -3.8034 5.2102
12 S -2.7773 1.3278 7.7504
13 F -2.2568 -4.0703 -2.3336
14 F 2.6855 -3.9694 6.0803
15 F -2.3443 -0.2507 -5.2020
16 F -6.8108 -6.4293 -1.6537
17 F -2.0197 2.3760 6.7753
18 F 0.7261 -5.3191 1.9483
19 F 10.2635 5.4837 0.4421
20 F -5.8266 2.0497 9.4444
21 F -8.1110 2.6986 -1.6110
22 F 5.7593 4.6607 -1.2536
23 F -10.8579 -5.1384 0.2546
24 F -4.0192 4.8189 -2.8954
25 O 4.8564 1.8927 2.8311
26 O 10.1286 4.8242 -1.7238
27 O -0.7298 -4.3018 -4.2416
28 O -5.5553 4.2789 -4.5579
29 O -10.3235 -3.6729 -1.6408
30 O 4.8038 -3.3902 -5.5686
31 O -9.0544 -3.4586 0.4811
32 O 1.2694 -2.3303 5.2046
33 O -8.3958 -5.3925 -3.1582
34 O -3.1696 0.3024 6.7754
35 O 6.9668 6.3359 -2.3210
36 O -7.8172 4.8565 -0.6331
37 O -1.8333 1.6524 1.6341
38 O -7.5373 6.9899 5.5366
39 O 2.2318 8.6109 -8.7786
40 O -5.9365 6.1751 -3.0358
41 O -5.6926 0.4485 7.8675
42 O -3.2032 -4.3935 -4.5228
43 O 7.5592 3.9745 -2.6543
44 O 0.3334 -4.4849 6.0819
45 O 0.7459 -3.0377 2.0837
46 O -2.4088 -2.3587 -6.2437
47 O 9.4440 7.0638 -1.0253
48 O -0.8266 -4.4641 3.4725
49 O -0.3029 -1.4416 -5.1467
50 O -4.2987 0.2902 9.9063
51 O -7.0645 -4.0581 -1.6083
52 O -1.8224 1.0168 8.8210
53 O -8.2515 4.5300 -3.0430
54 N 5.7979 -3.9884 -4.8029
55 N -3.2092 0.6156 -0.0839
56 N 1.7985 -4.5109 3.9649
57 N 5.9178 2.3995 3.5499
58 N -3.8457 2.3356 8.1123
59 N -8.7398 -5.7552 -0.7698
60 N -6.0160 3.6561 -2.0171
61 N 1.2355 7.6040 -8.4271
62 N 7.8761 5.0114 -0.3398
63 N -5.4551 5.8584 6.0389
64 N -6.5670 -7.6430 4.9016
65 N -2.3073 -2.0928 -3.7395
66 C 6.6346 0.3283 5.0203
67 C 7.8560 3.3681 5.6320
68 C 4.5998 3.0797 5.5666
69 C 4.7368 4.6437 3.6313
70 C -5.3688 -9.7084 3.6702
71 C -6.8549 6.4512 6.3601
72 C -0.7549 1.3140 -0.5822
73 C -7.4713 -8.5258 5.6919
74 C -5.4541 5.1697 4.6291
75 C 1.6957 6.5456 -7.3838
76 C -5.3958 -7.2211 5.8488
77 C 6.7807 4.2534 4.9405
78 C 4.9565 -6.3776 -5.1709
79 C -7.2608 -6.3024 4.5765
80 C 4.3442 -4.2923 -2.7550
81 C -4.8621 -10.1912 2.2863
82 C 5.7033 -2.1807 -3.1964
83 C -0.1917 5.1825 -8.5450
84 C -0.4931 8.6285 -9.9969
85 C -6.0187 -6.1039 6.7186
86 C 1.8498 7.2616 -6.0198
87 C 5.4951 3.5425 4.4184
88 C 7.1773 -5.8504 -2.9685
89 C 0.9880 6.6567 -10.7556
90 C 8.2868 2.3062 4.5966
91 C 7.6590 0.7610 2.7080
92 C 6.1403 -5.4355 -5.3184
93 C 7.1429 1.4889 4.0307
94 C 6.8397 -5.3810 -6.7192
95 C -0.8873 6.3662 -9.1142
96 C 0.5939 5.4653 -7.2936
97 C -7.2391 -5.5875 5.9345
98 C -1.9091 1.2446 0.4463
99 C 7.3371 -5.9382 -4.4462
100 C -6.1452 -8.3692 3.5808
101 C 0.2309 7.3100 -9.5640
102 C -3.9496 -0.2454 0.9127
103 C 5.6509 -3.7193 -3.3221
104 C 6.8072 -4.3815 -2.5096
105 C -7.1696 6.6502 7.8358
106 C 3.0543 5.8651 -7.8143
107 H 4.2434 3.9602 6.1012
108 H -7.2298 -4.5163 5.7333
109 H 3.7064 2.5454 5.2434
110 H -6.7193 -5.8246 3.7601
111 H 7.5839 -6.1680 -6.8416
112 H -5.5752 -7.5729 3.1021
113 H -4.7894 6.6135 6.1208
114 H -2.9955 0.0580 -0.8984
115 H -7.1090 -8.4594 3.0797
116 H 4.2494 -4.0383 -1.6993
117 H -1.5788 6.0706 -9.9032
118 H 6.0778 -5.4256 -7.4974
119 H 9.0146 1.5683 4.9339
120 H 4.0316 -5.8077 -5.2598
121 H -8.2646 -6.5292 4.2175
122 H 7.3626 4.8116 4.2071
123 H -0.9998 1.9357 -1.4434
124 H 0.2477 9.3811 -10.2668
125 H -0.0221 5.8527 -6.4821
126 H 1.6468 5.8521 -10.4290
127 H -1.0090 9.0443 -9.1314
128 H 0.1907 1.6772 -0.1796
129 H -4.2222 -11.0736 2.2942
130 H -7.9346 -8.0180 6.5378
131 H -4.9290 -0.3337 0.4426
132 H 2.9807 5.2974 -8.7419
133 H 5.0584 2.5996 6.4310
134 H -3.5963 -1.2763 0.8902
135 H -4.5674 -9.6321 4.4050
136 H -6.7290 5.9218 8.5165
137 H -5.0985 -8.0162 6.5326
138 H -5.6999 -10.3718 1.6128
139 H -1.1341 8.6694 -10.8776
140 H -8.2412 -9.0636 5.1386
141 H -6.0415 -10.4544 4.0934
142 H 6.7104 -1.7639 -3.2104
143 H 3.4531 5.1072 -7.1401
144 H 6.4034 4.9320 5.7055
145 H -6.5777 7.5340 8.0733
146 H 7.6076 -6.9808 -4.6131
147 H -8.2058 -5.7470 6.4121
148 H 4.3888 -5.3811 -2.7823
149 H 8.1204 -6.0038 -2.4440
150 H 5.4086 5.3138 3.0949
151 H 8.7969 3.8842 5.8230
152 H 5.1802 -1.6237 -3.9737
153 H 8.3490 -0.0368 2.9827
154 H 1.8031 7.3051 -11.0768
155 H -6.3308 -6.4244 7.7126
156 H -5.9056 5.7818 3.8484
157 H 2.8096 7.7767 -6.0586
158 H 6.4734 -6.5785 -2.5654
159 H 4.7785 -7.0281 -4.3147
160 H -4.3972 5.1326 4.3655
161 H -0.9709 4.5158 -8.1756
162 H -4.5440 -6.9022 5.2482
163 H 7.3261 -0.4525 5.3369
164 H 0.3590 4.5070 -9.1995
165 H 5.7244 -0.1750 4.6944
166 H 7.5528 3.0364 6.6251
167 H 4.1086 5.3165 4.2150
168 H -8.2292 6.8582 7.9844
169 H 0.5442 6.2574 -11.6676
170 H 3.9622 4.2973 2.9472
171 H 6.6450 -4.3694 -1.4318
172 H 3.9063 6.5143 -8.0166
173 H 7.6736 -3.7220 -2.5603
174 H 8.7788 2.9121 3.8357
175 H -5.9178 4.1950 4.7815
176 H 7.3730 -4.4495 -6.9092
177 H 6.2176 0.8877 5.8578
178 H -5.3252 -5.2913 6.9350
179 H 3.4372 -3.9600 -3.2601
180 H 5.1616 -1.9015 -2.2927
181 H 6.8099 0.2781 2.2244
182 H 8.2274 -5.3385 -4.6355
183 H 4.9712 -7.1059 -5.9818
184 H -3.8808 0.1600 1.9221
185 H 8.0970 1.4252 1.9629
186 H 0.9107 4.5641 -6.7685
187 H -5.1774 5.1790 6.7328
188 H 1.8633 6.6319 -5.1302
189 H -4.2757 -9.3902 1.8362
190 H -6.7892 -9.2683 6.1060
191 H -3.8588 1.3037 -0.4370
192 H -0.5214 0.2773 -0.8247
193 H -1.4079 6.9403 -8.3476
194 H 1.0288 7.9166 -5.7282

Computed properties:
**Strongest force on any atom**: 0.25062 hartree/bohr
**Calculated total energy**: -283798.2724 eV
**LUMO energy**: -6.176 eV
**Orbital gap**: 1.08 eV
**Energy above the lowest of the compared OMol25 structures with the same formula, charge and spin**: 648.0 kJ/mol
**HOMO level**: -0.267 hartree

No. 2
C2F3N | ωB97M-V/def2-TZVPD

Geometry (Å):
1 F 2.0398 -0.0282 0.5579
2 F -1.3438 -1.0841 0.2479
3 F -1.3532 1.0658 0.2524
4 N 0.3595 -0.0418 -1.1255
5 C -0.5678 0.0357 0.0789
6 C 0.8655 0.0526 -0.0116

Computed properties:
**Strongest force on any atom**: 0.04872 hartree/bohr
**Calculated total energy**: -11714.1257 eV
**LUMO energy**: 0.702 eV
**Orbital gap**: 12.12 eV
**Energy above the lowest of the compared OMol25 structures with the same formula, charge and spin**: 166.6 kJ/mol
**SMILES**: FC1=NC1(F)F
**HOMO level**: -0.420 hartree

No. 3
C4H6N2O2 | ωB97M-V/def2-TZVPD

Geometry (Å):
1 O 0.3018 1.3337 -1.0634
2 O 1.0555 -0.5281 2.0821
3 N -0.7503 -0.8530 -1.5797
4 N -0.8283 -1.3958 -0.2163
5 C 0.1918 0.5768 1.5166
6 C -0.6182 -0.0851 0.5369
7 C 0.5114 0.6610 0.1116
8 C -0.2475 0.3541 -1.6944
9 H -0.2901 1.1524 2.2368
10 H -0.7796 0.8087 -2.7204
11 H 2.1593 -0.1253 1.9887
12 H 0.1353 -2.0082 -0.2161
13 H -1.3975 0.4401 0.4436
14 H 1.3390 -0.0110 -0.1345

Computed properties:
**Strongest force on any atom**: 0.20031 hartree/bohr
**Calculated total energy**: -11312.1691 eV
**LUMO energy**: 0.375 eV
**Orbital gap**: 9.58 eV
**Energy above the lowest of the compared OMol25 structures with the same formula, charge and spin**: 856.1 kJ/mol
**HOMO level**: -0.338 hartree

No. 4
C36H43N8OSi2Ti | ωB97M-V/def2-TZVPD

Geometry (Å):
1 Ti -0.0296 0.0747 0.2670
2 Si -2.2125 2.4667 1.3740
3 Si 0.9105 3.1786 1.6341
4 O -1.4153 -0.3461 -0.8740
5 N 1.7434 -0.3744 0.9134
6 N -0.4476 -1.1433 1.8346
7 N 8.1492 -1.2807 3.6790
8 N -3.2535 -3.0763 -1.9708
9 N -0.7531 -2.6585 4.1589
10 N 1.2088 0.5610 -1.3705
11 N 3.0427 1.7444 -3.0713
12 N -2.0642 -2.4965 -1.6180
13 C -2.5233 3.2414 3.0594
14 C 7.0943 -0.9907 4.4285
15 C 7.9719 -1.4599 2.3770
16 C -1.6383 -1.6794 2.1860
17 C 3.1350 -1.2529 2.6550
18 C -5.6138 -2.4348 -2.3704
19 C 1.0204 4.6103 0.4043
20 C 1.8823 -1.0087 2.1148
21 C -2.7989 3.6452 0.0193
22 C 2.6892 2.5615 1.8451
23 C 1.7396 1.7317 -3.3610
24 C 4.2816 -0.8863 1.9517
25 C 6.7325 -1.3560 1.7620
26 C -3.4188 0.9984 1.4098
27 C -3.6547 -0.9284 -1.6181
28 C -4.2099 -2.1347 -1.9997
29 C 0.6169 -1.4254 2.6523
30 C -1.1789 -4.3185 -0.2607
31 C -0.4074 1.9952 0.8718
32 C 3.4341 1.1716 -1.9523
33 C 4.1201 -0.3273 0.6708
34 C 1.1954 -4.6811 -0.1285
35 C -0.0985 -5.0341 0.2300
36 C -1.7794 -2.4346 3.3213
37 C 5.6206 -1.0511 2.5435
38 C 0.3342 -2.8941 -1.4982
39 C 0.4940 3.8315 3.3502
40 C -2.3081 -1.1644 -1.3453
41 C 2.5330 0.5484 -1.0833
42 C -3.3111 -4.3689 -2.6363
43 C -0.9563 -3.2568 -1.1313
44 C 0.4144 -2.1569 3.8310
45 C 1.4078 -3.6140 -0.9876
46 C 5.8129 -0.8646 3.9115
47 C 0.8197 1.1603 -2.5057
48 C 2.8586 -0.0814 0.1857
49 H -2.0590 2.6911 3.8784
50 H 0.1615 3.0546 4.0398
51 H -6.2174 -1.5382 -2.2651
52 H -3.2933 0.2985 0.5895
53 H 4.9898 -0.0511 0.0914
54 H 2.0366 -5.2504 0.2441
55 H -2.1899 4.2760 3.1122
56 H 7.2810 -0.8520 5.4870
57 H -3.8554 3.8899 0.1429
58 H 1.4423 2.1934 -4.2929
59 H -0.4035 2.3035 -0.1954
60 H -2.6708 3.2210 -0.9802
61 H 1.3860 4.2923 3.7770
62 H 1.2327 -2.3468 4.5159
63 H -3.6013 3.2404 3.2330
64 H 3.2307 3.3486 2.3733
65 H -2.2432 4.5849 0.0516
66 H 8.8583 -1.6993 1.8015
67 H 0.4860 -2.1242 -2.2436
68 H -2.4801 -1.4880 1.5364
69 H -0.2416 1.1707 -2.7177
70 H -2.7286 -2.8799 3.5888
71 H -2.4976 -5.0058 -2.3057
72 H 4.4929 1.2175 -1.7267
73 H 3.2047 2.4055 0.8990
74 H -4.1620 0.0163 -1.5280
75 H -4.4322 1.4003 1.3428
76 H 2.7726 1.6600 2.4547
77 H -2.1867 -4.5815 0.0350
78 H 0.0888 5.1798 0.3797
79 H -3.3545 0.4638 2.3591
80 H -0.2705 -5.8692 0.8963
81 H -4.2545 -4.8513 -2.3945
82 H 4.9917 -0.5888 4.5604
83 H 2.4150 -3.3574 -1.2917
84 H 3.2283 -1.7377 3.6165
85 H -6.0267 -3.2101 -1.7232
86 H -5.6882 -2.7909 -3.3994
87 H -3.2394 -4.2448 -3.7178
88 H 6.6347 -1.5378 0.6992
89 H 1.2255 4.2655 -0.6133
90 H -0.2759 4.5998 3.3091
91 H 1.8181 5.3008 0.6841

Computed properties:
**Strongest force on any atom**: 0.04887 hartree/bohr
**Calculated total energy**: -90858.8914 eV
**LUMO energy (alpha / beta)**: -6.761 / -6.910 eV
**Orbital gap (alpha / beta)**: 5.00 / 6.87 eV
**Net charge**: +2
**Energy above the lowest of the compared OMol25 structures with the same formula, charge and spin**: 0.0 kJ/mol
**⟨S²⟩**: 0.783
**HOMO level (alpha / beta)**: -0.432 / -0.506 hartree
**Multiplicity**: 2

Number 3 is which compound? C4H6N2O2